# 1
Molecular formula: C2H14O5
Method: DFT, ωB97M-V with the def2-TZVPD basis set

Each line ends with the Mulliken charge.
Atoms and positions in Å:
O 0.294 -1.061 1.185  -0.769
H -0.550 -0.901 0.764  0.209
H 0.905 -0.485 0.725  0.590
O 0.199 -2.911 0.252  -0.794
H 0.061 -2.128 0.786  0.511
H 1.144 -2.934 0.100  0.229
O 1.547 0.239 0.247  -0.493
H 1.321 1.040 -0.226  0.256
H 2.380 -0.038 -0.134  0.301
O 1.522 -1.524 3.021  -0.663
H 0.698 -1.325 2.577  0.397
H 2.074 -1.911 2.340  0.254
C -1.061 0.703 -0.928  -0.603
C -1.801 2.038 -1.244  -0.412
O -0.955 2.931 -1.970  -0.538
H -0.033 1.062 -0.866  -0.041
H -1.081 0.032 -1.787  0.373
H -1.325 0.194 -0.001  0.313
H -2.108 2.486 -0.298  0.281
H -2.710 2.014 -1.845  0.295
H -0.521 2.479 -2.698  0.304

Calculated values
Relative energy (zero: lowest compared OMol25 entry of this formula, charge and spin) in kJ/mol: 573.1
Frontier orbital gap in eV: 9.33
Largest force on an atom in eV/Å: 9.1
Calculated total energy in Ha: -460.58725
E_LUMO in eV: -0.26
Spin multiplicity: 1

***

# 2
Molecular formula: C4H8O2
Method: DFT, ωB97M-V with the def2-TZVPD basis set

Each line ends with the Mulliken charge.
Atoms and positions in Å:
O 1.757 -0.245 0.426  -0.577
C 0.691 0.286 1.197  -0.536
C -0.699 -0.045 0.587  0.056
C -0.457 -1.225 -0.303  -0.694
C -0.649 0.290 -0.839  -0.344
O 0.139 1.429 -1.094  -0.515
H 1.513 -0.120 -0.504  0.386
H 0.778 -0.189 2.177  0.354
H 0.827 1.368 1.298  0.275
H -1.565 0.143 1.216  0.385
H 0.350 -1.857 0.073  0.272
H -1.241 -1.820 -0.749  0.280
H -1.521 0.235 -1.483  0.340
H 0.076 1.750 -2.000  0.319

Calculated values
Relative energy (zero: lowest compared OMol25 entry of this formula, charge and spin) in kJ/mol: 312.3
Frontier orbital gap in eV: 10.19
Largest force on an atom in eV/Å: 1.0
Calculated total energy in Ha: -307.59346
E_LUMO in eV: 0.66
Spin multiplicity: 1
Structure (SMILES): OC[C@@H]1C[C@@H]1O

***

# 3
Molecular formula: C3H7NO2
Method: DFT, ωB97M-V with the def2-TZVPD basis set

Each line ends with the Mulliken charge.
Atoms and positions in Å:
C 2.401 -0.020 0.087  -0.658
C -0.062 0.072 -0.058  0.653
C -2.373 0.042 -0.004  -0.534
H 2.713 -0.205 1.474  0.207
H 2.432 1.384 -0.140  0.249
H 3.159 -0.698 -0.740  0.241
H 1.035 -1.649 0.265  0.300
H -3.249 -0.599 -0.734  0.210
H -2.059 1.137 -0.577  0.279
H -2.716 0.161 1.185  0.212
N 1.093 -0.619 -0.274  -0.279
O 0.073 1.260 0.003  -0.563
O -1.168 -0.731 0.127  -0.317

Calculated values
Relative energy (zero: lowest compared OMol25 entry of this formula, charge and spin) in kJ/mol: 556.0
Frontier orbital gap in eV: 10.42
Largest force on an atom in eV/Å: 5.7
Calculated total energy in Ha: -323.56920
E_LUMO in eV: 0.67
Spin multiplicity: 1

***

# 4
Molecular formula: C35H31FO2P
Method: DFT, ωB97M-V with the def2-TZVPD basis set

Each line ends with the Mulliken charge.
Atoms and positions in Å:
C -1.971 -2.782 -4.307  -1.256
C -2.472 -1.888 -3.209  -0.166
O -1.318 -1.455 -2.447  -0.183
C -1.733 -0.633 -1.449  0.269
C -0.703 -0.090 -0.598  -0.002
P -1.264 1.140 0.474  3.015
C -2.215 0.610 1.915  -0.240
C -1.985 1.150 3.192  -0.253
C -2.836 0.834 4.251  -0.764
C -3.903 -0.046 4.057  -0.533
C -4.126 -0.599 2.791  -0.770
C -3.293 -0.264 1.724  0.012
C 0.158 1.949 1.213  -0.236
C 0.405 3.311 1.026  -0.519
C 1.512 3.899 1.638  -0.690
C 2.370 3.125 2.428  -0.755
C 2.113 1.764 2.620  -0.876
C 1.013 1.169 2.005  -0.088
C -2.292 2.443 -0.241  0.044
C -3.422 2.918 0.440  -0.440
C -4.194 3.947 -0.101  -0.768
C -3.844 4.514 -1.329  -0.530
C -2.719 4.043 -2.013  -0.698
C -1.950 3.001 -1.483  -0.214
O -2.953 -0.391 -1.320  -0.766
H -2.817 -3.060 -4.943  0.400
H -1.225 -2.269 -4.922  0.285
H -1.530 -3.698 -3.901  0.289
H -2.986 -1.014 -3.627  0.313
H -3.165 -2.426 -2.550  0.306
H 0.304 -0.447 -0.667  -0.420
H -1.141 1.819 3.363  0.369
H -2.648 1.274 5.230  0.416
H -4.555 -0.305 4.891  0.396
H -4.947 -1.297 2.627  0.433
H -3.482 -0.663 0.727  0.404
H -0.276 3.905 0.416  0.358
H 1.703 4.960 1.487  0.421
H 3.248 3.580 2.890  0.403
H 2.771 1.156 3.241  0.539
H 0.809 0.105 2.144  0.723
H -3.708 2.474 1.394  0.223
H -5.070 4.292 0.447  0.418
H -4.456 5.313 -1.752  0.395
H -2.439 4.484 -2.971  0.405
H -1.084 2.623 -2.029  0.379
F 4.931 -2.116 4.083  -0.313
C 4.283 -1.841 2.903  0.526
C 4.788 -0.823 2.092  -0.874
C 4.098 -0.516 0.925  -0.051
C 2.955 -1.260 0.541  0.679
C 2.355 -1.039 -0.750  -1.997
C 2.517 -2.015 -1.770  1.173
C 2.674 -1.582 -3.118  -0.186
C 3.109 -2.468 -4.098  -0.836
C 3.319 -3.821 -3.789  -0.262
C 3.073 -4.282 -2.489  -0.892
C 2.677 -3.403 -1.490  -0.096
C 2.471 -2.265 1.408  0.054
C 3.150 -2.588 2.578  -1.008
H 5.677 -0.266 2.387  0.467
H 4.454 0.272 0.258  0.491
H 2.220 -0.005 -1.065  0.744
H 2.514 -0.528 -3.338  0.423
H 3.275 -2.109 -5.114  0.422
H 3.672 -4.514 -4.556  0.433
H 3.194 -5.345 -2.246  0.423
H 2.531 -3.769 -0.475  0.464
H 1.573 -2.811 1.119  0.706
H 2.804 -3.384 3.233  0.461

Calculated values
Relative energy (zero: lowest compared OMol25 entry of this formula, charge and spin) in kJ/mol: 269.6
Total charge: +1
Frontier orbital gap in eV: 4.27
Largest force on an atom in eV/Å: 2.6
Calculated total energy in Ha: -1943.71918
E_LUMO in eV: -5.90
Spin multiplicity: 1

***

# 5
Molecular formula: C25H29N2O4Tc
Method: DFT, ωB97M-V with the def2-TZVPD basis set

Each line ends with the Löwdin spin population.
Atoms and positions in Å:
Tc 0.628 1.323 0.882  1.776
O 0.126 0.275 4.813  0.008
C 0.109 0.726 3.622  0.011
O 0.852 0.327 2.696  0.055
C -0.873 1.816 3.325  -0.004
C -1.744 2.429 4.201  0.002
C -2.562 3.442 3.704  -0.005
C -2.471 3.811 2.362  0.003
C -1.569 3.151 1.553  0.000
N -0.800 2.169 2.037  -0.002
C -1.231 3.380 0.106  0.010
O -1.787 4.238 -0.659  0.007
O -0.322 2.670 -0.372  0.060
H 0.797 -0.422 4.965  0.000
H -1.775 2.130 5.243  0.000
H -3.256 3.952 4.361  0.000
H -3.102 4.604 1.976  0.000
H -2.479 4.797 -0.267  0.000
C -4.247 -0.892 1.969  0.000
C -3.208 -1.271 0.951  0.043
C -3.426 -2.406 0.113  0.307
C -2.498 -2.804 -0.869  0.024
C -2.772 -3.997 -1.752  -0.006
C -1.343 -2.091 -1.010  0.140
C -1.061 -0.952 -0.176  0.123
C -2.058 -0.572 0.795  0.097
N 0.059 -0.234 -0.255  0.235
C 1.340 -0.377 -1.053  0.018
C 2.493 -0.266 -0.022  0.015
C 3.861 -0.268 -0.698  0.004
C 3.999 -1.590 -1.465  0.001
C 2.900 -1.674 -2.531  -0.001
C 2.994 -0.491 -3.497  0.002
C 2.843 0.820 -2.716  0.005
C 3.953 0.920 -1.662  0.001
C 1.478 0.830 -2.018  0.033
C 1.520 -1.666 -1.859  0.001
H -5.232 -0.805 1.506  0.000
H -4.010 0.056 2.453  0.000
H -4.328 -1.662 2.739  0.000
H -4.342 -2.976 0.231  0.012
H -3.756 -4.420 -1.565  0.000
H -2.031 -4.778 -1.580  -0.002
H -2.716 -3.718 -2.804  -0.002
H -0.659 -2.405 -1.774  0.005
H -1.890 0.298 1.419  0.004
H 2.397 -1.044 0.740  0.000
H 2.494 0.728 0.544  0.003
H 4.632 -0.195 0.070  0.000
H 3.957 -2.448 -0.788  0.000
H 4.981 -1.611 -1.938  0.000
H 2.989 -2.611 -3.079  0.000
H 2.222 -0.567 -4.267  0.000
H 3.960 -0.499 -4.003  0.000
H 2.889 1.674 -3.389  0.001
H 3.883 1.872 -1.118  0.000
H 4.927 0.908 -2.150  0.000
H 0.648 0.826 -2.728  0.002
H 1.427 1.801 -1.485  0.009
H 1.437 -2.534 -1.198  0.001
H 0.753 -1.726 -2.631  0.000

Calculated values
Total charge: +3
Frontier orbital gap (alpha / beta) in eV: 5.58 / 6.10
Largest force on an atom in eV/Å: 0.9
Calculated total energy in Ha: -1460.31025
E_LUMO (alpha / beta) in eV: -11.51 / -11.83
Spin multiplicity: 4

***

# 6
Molecular formula: C4H3F3O3
Method: DFT, ωB97M-V with the def2-TZVPD basis set

Each line ends with the Mulliken charge.
Atoms and positions in Å:
C -0.110 0.033 -0.133  -1.187
C 0.826 1.183 -0.476  1.209
F 1.237 0.989 -1.799  -0.284
F 0.098 2.379 -0.537  -0.320
C 1.999 1.492 0.387  0.288
O 2.898 2.188 0.130  -0.432
F 1.814 0.912 1.571  -0.219
H -0.351 -0.234 0.917  0.300
H 0.334 -0.930 -0.462  0.343
H -1.124 0.269 -0.554  0.348
O 4.657 -1.334 0.070  -0.314
C 3.543 -1.136 0.077  0.635
O 2.429 -0.820 -0.051  -0.367

Calculated values
Relative energy (zero: lowest compared OMol25 entry of this formula, charge and spin) in kJ/mol: 0.0
Frontier orbital gap in eV: 12.31
Largest force on an atom in eV/Å: 3.2
Calculated total energy in Ha: -679.56343
E_LUMO in eV: 0.35
Spin multiplicity: 1
Structure (SMILES): CC(F)(F)C(=O)F.O=C=O

***

# 7
Molecular formula: BH20O8
Method: DFT, ωB97M-V with the def2-TZVPD basis set

Each line ends with the Mulliken charge.
Atoms and positions in Å:
B 0.213 -0.217 0.439  0.426
H 0.500 -0.751 -0.453  -0.311
H -0.006 0.819 0.228  -0.354
H -0.646 -0.737 0.833  -0.333
H 1.036 -0.213 1.136  -0.313
O 1.770 -3.972 2.390  -0.676
H 1.178 -4.458 1.815  0.309
H 1.673 -3.059 2.119  0.356
O 1.550 2.548 3.999  -0.667
H 0.850 3.178 3.829  0.311
H 1.335 1.795 3.448  0.340
O 3.576 2.972 0.602  -0.674
H 2.891 2.385 0.281  0.337
H 3.425 3.022 1.546  0.330
O 2.695 0.041 -3.125  -0.682
H 1.994 -0.293 -3.684  0.312
H 2.455 -0.242 -2.243  0.342
O -2.927 2.760 -1.093  -0.674
H -2.785 2.559 -2.018  0.294
H -2.135 2.447 -0.656  0.352
O -1.122 -0.413 -5.076  -0.621
H -0.929 0.517 -5.199  0.317
H -1.889 -0.424 -4.503  0.304
O -2.074 -3.766 -1.756  -0.650
H -2.807 -3.419 -2.264  0.298
H -1.688 -2.998 -1.336  0.345
O -2.555 0.096 3.917  -0.664
H -3.482 -0.022 3.706  0.300
H -2.093 -0.155 3.117  0.346

Calculated values
Relative energy (zero: lowest compared OMol25 entry of this formula, charge and spin) in kJ/mol: 216.4
Total charge: -1
Frontier orbital gap in eV: 8.33
Largest force on an atom in eV/Å: 4.5
Calculated total energy in Ha: -638.71468
E_LUMO in eV: 2.31
Spin multiplicity: 1